{"formula": "C71H119N7", "method": "ωB97M-V with the def2-TZVPD basis set", "lumo_energy_ev": 0.551, "orbital_gap_ev": 9.721, "e_homo_ev": -9.2, "elements": ["C", "C", "C", "C", "C", "C", "H", "H", "H", "H", "H", "H", "H", "H", "H", "H", "H", "H", "H", "H", "C", "C", "C", "C", "C", "C", "H", "H", "H", "H", "H", "H", "H", "H", "H", "H", "H", "H", "H", "H", "C", "C", "C", "C", "C", "C", "H", "H", "H", "H", "H", "H", "H", "H", "H", "H", "H", "H", "H", "H", "C", "C", "C", "C", "C", "C", "H", "H", "H", "H", "H", "H", "H", "H", "H", "H", "H", "H", "H", "H", "C", "C", "C", "C", "C", "C", "H", "H", "H", "H", "H", "H", "H", "H", "H", "H", "H", "H", "H", "H", "C", "C", "C", "C", "C", "C", "H", "H", "H", "H", "H", "H", "H", "H", "H", "H", "H", "H", "H", "H", "N", "C", "C", "C", "C", "C", "H", "H", "H", "H", "H", "N", "C", "C", "C", "C", "C", "H", "H", "H", "H", "H", "N", "C", "C", "C", "C", "C", "H", "H", "H", "H", "H", "N", "C", "C", "C", "C", "C", "H", "H", "H", "H", "H", "N", "C", "C", "C", "C", "C", "H", "H", "H", "H", "H", "N", "C", "C", "C", "C", "C", "H", "H", "H", "H", "H", "N", "C", "C", "C", "C", "C", "H", "H", "H", "H", "H"], "coordinates": [[-4.158678, -0.063777, -3.989802], [-5.203808, 1.110223, -4.233462], [-4.543338, 2.477193, -4.061842], [-5.587678, 3.655983, -4.360862], [-5.140608, 5.130543, -3.940922], [-3.991168, 5.714773, -4.740302], [-3.294638, 0.117633, -4.629052], [-4.650298, -0.992517, -4.279392], [-3.740458, -0.021267, -2.984132], [-5.688958, 1.046733, -5.207482], [-6.064708, 0.989273, -3.575952], [-3.648798, 2.596133, -4.673182], [-4.241748, 2.584083, -3.019862], [-5.909478, 3.721983, -5.400182], [-6.524358, 3.558613, -3.812012], [-6.000808, 5.767533, -4.146812], [-4.842418, 5.271773, -2.902062], [-3.079038, 5.154653, -4.534412], [-4.266568, 5.605453, -5.789252], [-3.830108, 6.761293, -4.481542], [-0.117188, -5.861457, -7.168262], [0.499322, -6.265937, -5.766322], [0.907372, -5.095827, -4.820992], [2.036422, -4.197607, -5.382142], [2.199932, -2.894137, -4.596372], [3.282952, -2.027797, -5.271092], [-0.610668, -6.650817, -7.735262], [0.645702, -5.513467, -7.864692], [-0.792628, -5.015177, -7.043012], [-0.206688, -6.877957, -5.205002], [1.310092, -6.945227, -6.029622], [1.300482, -5.519647, -3.896902], [0.057472, -4.484497, -4.517582], [2.971752, -4.757217, -5.391692], [1.714912, -3.952707, -6.394442], [1.264762, -2.336897, -4.541262], [2.474752, -3.069417, -3.556242], [4.243552, -2.536287, -5.188722], [3.273402, -1.753667, -6.326012], [3.339412, -1.079327, -4.736932], [-1.403378, 4.234683, 2.752488], [-1.443538, 5.582593, 2.052478], [-1.854758, 5.527503, 0.596098], [-0.973548, 4.680203, -0.314612], [-1.360808, 4.699043, -1.765072], [-0.380428, 3.927763, -2.698342], [-0.825288, 3.514213, 2.173838], [-2.427748, 3.873543, 2.843878], [-1.008698, 4.328803, 3.764148], [-2.170268, 6.263373, 2.495778], [-0.466018, 6.063783, 2.084438], [-1.896618, 6.568543, 0.275808], [-2.850668, 5.091643, 0.516868], [0.056782, 5.011243, -0.184512], [-0.861878, 3.645283, 0.008748], [-2.367868, 4.282103, -1.773902], [-1.512448, 5.709233, -2.145352], [-0.836568, 3.629613, -3.642342], [0.411252, 4.650053, -2.897422], [0.060412, 3.048833, -2.227982], [4.781922, -0.360007, -1.937352], [5.053552, -1.818247, -1.863982], [6.516212, -2.128457, -2.036572], [6.967582, -3.580437, -1.625632], [8.461342, -3.696947, -1.280922], [8.867942, -5.071897, -0.937352], [5.360382, 0.311483, -1.302862], [3.761472, -0.058007, -1.701562], [4.925992, 0.033453, -2.943602], [4.701072, -2.186357, -0.900472], [4.558062, -2.453827, -2.597902], [6.993432, -1.415247, -1.364492], [6.888862, -1.785377, -3.001732], [6.399272, -3.850307, -0.735532], [6.787892, -4.245047, -2.470682], [9.047482, -3.361857, -2.136642], [8.635632, -3.019327, -0.445122], [9.875722, -5.024407, -0.524752], [8.271282, -5.432477, -0.099452], [8.766212, -5.656357, -1.851762], [-4.538298, 0.630433, 0.555928], [-5.418148, 1.887973, 0.677858], [-5.223208, 2.681033, 2.002988], [-6.110998, 3.894493, 2.024658], [-5.721268, 4.899833, 3.083458], [-6.578378, 6.193963, 3.068928], [-4.776928, -0.114417, 1.315098], [-3.467248, 0.782333, 0.689668], [-4.626628, 0.152753, -0.419842], [-5.172018, 2.557633, -0.146202], [-6.476948, 1.718543, 0.482088], [-4.195168, 3.037723, 1.939688], [-5.260098, 2.086613, 2.915898], [-6.002138, 4.344653, 1.037948], [-7.154078, 3.601563, 2.144138], [-5.927128, 4.482863, 4.069288], [-4.696458, 5.260083, 2.993538], [-6.632988, 6.703213, 2.106758], [-7.543058, 6.072483, 3.561608], [-6.186128, 6.944643, 3.755018], [-1.008798, 0.454603, 4.103288], [-1.691568, -0.108857, 5.342228], [-2.732398, 0.839153, 5.967408], [-3.877048, 1.317853, 5.043728], [-4.923468, 2.081753, 5.930048], [-4.327088, 3.340283, 6.700828], [-0.615548, 1.465513, 4.210598], [-1.706598, 0.537483, 3.270038], [-0.176228, -0.189347, 3.820018], [-2.249328, -1.005567, 5.072218], [-1.058818, -0.359347, 6.193688], [-2.244568, 1.733823, 6.354298], [-3.160458, 0.119803, 6.665548], [-3.434398, 2.014543, 4.331848], [-4.326548, 0.460083, 4.543448], [-5.821048, 2.208843, 5.324818], [-5.187448, 1.440993, 6.771388], [-4.078488, 3.254603, 7.758638], [-3.478078, 3.867753, 6.266018], [-5.087778, 4.099263, 6.518098], [3.819812, -6.201017, 0.038068], [3.731472, -4.999977, 0.716098], [2.624102, -4.118977, 0.642958], [1.630172, -4.450887, -0.268552], [1.753142, -5.589717, -1.027482], [2.814862, -6.448947, -0.834322], [4.634172, -4.665277, 1.205498], [2.649132, -3.178657, 1.173578], [0.832052, -3.749637, -0.462582], [0.940862, -5.705577, -1.729752], [2.815252, -7.399617, -1.346792], [4.656082, 0.768643, 1.637488], [5.443492, -0.290647, 1.454848], [6.760442, -0.171247, 1.046848], [7.301552, 1.080423, 0.839058], [6.500142, 2.216303, 0.919598], [5.200172, 2.005333, 1.462358], [4.981472, -1.258427, 1.582608], [7.400722, -1.012147, 0.824748], [8.288742, 1.159273, 0.408198], [6.857762, 3.226743, 0.787198], [4.519592, 2.817523, 1.671088], [3.087432, 5.785913, 0.260968], [2.664342, 4.641153, -0.329382], [2.136362, 3.598463, 0.440828], [2.096432, 3.667783, 1.846458], [2.539012, 4.853873, 2.443348], [3.066912, 5.835173, 1.639538], [2.647812, 4.698493, -1.407732], [1.666592, 2.815553, -0.136032], [1.629672, 2.911453, 2.460038], [2.503122, 4.903463, 3.521608], [3.381522, 6.761873, 2.096308], [1.727652, -1.112097, -0.497672], [0.753292, -1.176567, -1.420912], [-0.316248, -0.274077, -1.392392], [-0.518298, 0.493973, -0.192972], [0.424062, 0.458663, 0.835768], [1.595442, -0.253297, 0.581938], [0.979252, -1.814747, -2.262372], [-1.062308, -0.257607, -2.173122], [-1.441808, 1.026083, -0.018652], [0.257632, 0.992543, 1.759708], [2.459882, -0.215317, 1.228248], [4.531462, -2.947037, 3.731618], [4.925302, -3.658557, 4.842948], [4.489382, -3.204207, 6.107498], [3.521422, -2.203257, 6.204998], [3.015442, -1.673617, 5.012418], [3.551442, -2.036577, 3.827578], [5.650852, -4.457927, 4.811728], [4.731142, -3.628627, 7.070728], [3.282762, -1.814117, 7.183778], [2.276812, -0.889597, 5.090788], [3.154932, -1.622697, 2.912218], [-2.454678, -2.725187, -3.373252], [-2.630218, -3.700727, -4.323832], [-2.663228, -5.049157, -3.920972], [-2.333778, -5.390817, -2.653902], [-2.144408, -4.392507, -1.671732], [-2.272248, -3.073187, -2.089632], [-2.808438, -3.410927, -5.348842], [-2.821878, -5.854717, -4.622612], [-2.316118, -6.412737, -2.304952], [-1.955718, -4.690217, -0.650872], [-2.147328, -2.263697, -1.385702], [-1.966018, -2.404987, 1.717568], [-0.732998, -2.530027, 2.189188], [-0.496088, -3.228307, 3.390458], [-1.526878, -3.874837, 4.024708], [-2.841248, -3.684127, 3.592888], [-2.977688, -3.010547, 2.390238], [0.022342, -2.086317, 1.557538], [0.538132, -3.417057, 3.637768], [-1.388698, -4.424507, 4.944038], [-3.704148, -4.053347, 4.127188], [-3.946318, -2.835427, 1.945858]], "forces_ev_per_angstrom": [[-1.130, 1.651, -0.918], [1.062, -0.685, 0.216], [-2.017, 1.305, -0.019], [1.249, 1.078, 1.158], [0.066, -0.630, -0.642], [-0.180, -0.595, -0.220], [-0.038, -0.220, -0.279], [0.439, -0.202, 0.479], [-0.459, -0.385, 0.168], [0.432, -0.170, -0.402], [0.144, 0.154, 0.493], [-0.050, -0.092, -0.155], [0.172, 0.064, 0.143], [0.356, -0.266, -0.258], [0.037, -0.742, 0.225], [-0.214, 0.018, 0.297], [-0.496, -0.565, 0.352], [0.165, 0.070, -0.181], [0.429, 0.268, -0.229], [0.037, 0.002, -0.145], [0.518, 0.521, 0.849], [-0.682, 0.333, -0.859], [1.095, -0.493, -0.574], [-1.511, -0.072, 0.529], [0.401, 0.132, -1.319], [0.528, 0.294, 0.891], [-0.187, -0.242, 0.527], [0.301, 0.117, 0.204], [-0.287, -0.068, -0.033], [-0.247, -0.070, -0.128], [0.437, 0.161, 0.466], [-0.142, -0.234, 0.126], [-0.221, -0.014, -0.295], [0.074, 0.032, -0.210], [0.470, 0.143, -0.245], [-0.254, -0.072, -0.243], [0.256, -0.173, 0.052], [0.192, 0.030, 0.340], [-1.014, -0.376, -0.161], [0.307, 0.071, 0.096], [-0.437, 0.367, 0.033], [0.186, 0.058, -0.301], [-0.151, -0.790, -0.299], [1.358, 0.651, 0.456], [-0.532, -0.758, -0.530], [-0.435, 0.948, 0.593], [0.072, -0.059, 0.177], [-0.014, -0.278, 0.025], [0.158, -0.125, -0.006], [0.134, -0.029, 0.556], [0.150, 0.090, 0.211], [-0.067, -0.062, -0.493], [-0.464, 0.216, 0.083], [0.183, 0.440, -0.179], [-0.590, -0.256, 0.173], [-0.205, -0.357, -0.404], [0.264, 0.198, 0.061], [-0.018, 0.066, 0.030], [0.302, -0.283, -0.269], [-0.111, -0.055, 0.104], [-0.966, 1.697, -0.949], [0.070, -1.227, 0.244], [1.197, -0.131, 1.261], [0.265, 1.420, -0.743], [-1.089, 1.589, -0.347], [0.307, -0.267, 0.700], [0.517, -0.512, 0.255], [-0.250, -0.489, 0.060], [0.215, -0.061, -0.283], [0.087, -0.170, 0.216], [-0.718, 0.443, -0.198], [0.506, -0.084, 0.297], [-0.103, -0.455, -0.391], [-0.243, -0.356, -0.165], [-0.461, -0.330, 0.190], [0.111, 0.298, -0.007], [0.281, 0.185, 0.047], [0.299, -0.465, -0.474], [-0.311, -0.431, -0.284], [0.240, -0.606, 0.431], [-0.348, -0.177, 0.122], [0.526, 0.056, 0.427], [0.575, -0.448, -1.192], [0.179, 0.186, -0.043], [-1.202, 1.412, 0.291], [0.172, 0.221, 0.736], [-0.266, -0.082, 0.025], [0.004, 0.575, 0.079], [-0.219, -0.023, -0.057], [0.320, 0.256, -0.024], [-0.132, -0.597, 0.301], [0.270, 0.064, 0.211], [-0.355, -0.224, -0.145], [-0.239, 0.274, -0.134], [-0.166, 0.053, -0.002], [0.616, -0.266, 0.156], [0.283, -0.585, 0.038], [-0.292, -0.309, -0.126], [-0.473, -0.439, -0.760], [0.711, 0.030, -0.016], [0.360, -0.186, 0.129], [-0.782, 1.035, -0.215], [-0.365, -0.904, -1.272], [0.484, 0.475, 1.671], [1.931, -0.573, 0.596], [-1.079, 0.625, -1.745], [0.103, 0.139, 0.452], [-0.086, -0.329, -0.075], [-0.005, -0.007, -0.273], [0.210, -0.271, -0.133], [0.609, -0.158, -0.400], [-0.045, -0.265, 0.632], [-0.297, 0.902, 0.991], [-0.245, -0.042, -0.357], [-0.101, 0.070, -0.202], [-0.012, 0.796, 0.259], [-0.319, -0.482, -0.270], [-0.466, -0.460, -0.097], [0.414, -0.636, -0.508], [-0.235, 0.263, 0.837], [-0.926, 1.790, 0.018], [-0.681, -0.635, -1.315], [1.207, -1.209, -0.454], [0.571, 0.847, 0.506], [-0.813, 0.436, 0.007], [0.431, -0.047, 1.075], [-0.019, -0.289, 0.532], [-0.095, -0.021, 0.047], [-0.246, -0.060, 0.093], [0.213, -0.718, -0.316], [0.345, -0.111, -0.130], [0.682, 1.124, 0.444], [-0.059, 0.358, -0.414], [0.418, -0.060, 0.146], [-0.292, 0.678, -1.209], [-1.338, -0.726, 1.952], [0.452, -1.115, -1.056], [0.039, -0.193, 0.047], [-0.222, -0.325, 0.289], [0.252, 0.018, 0.221], [0.086, -0.042, -0.218], [0.129, 0.185, -0.076], [0.251, -0.798, 1.369], [-0.047, 1.587, 2.136], [-0.093, -0.072, -0.072], [-0.219, 0.926, -1.336], [0.135, -1.460, -0.198], [-0.446, 0.356, -1.860], [0.002, -0.467, -0.094], [0.122, -0.515, 0.336], [0.088, -0.257, -0.146], [0.083, 0.426, 0.060], [0.218, 0.171, -0.183], [-0.273, 1.061, 1.423], [0.628, 1.860, 0.680], [-0.374, 0.218, 1.885], [0.367, -1.271, -0.918], [0.274, -0.167, -1.160], [-0.388, -1.560, -1.622], [-0.352, -0.250, -0.068], [-0.009, 0.010, -0.131], [-0.048, 0.202, -0.336], [0.111, 0.080, 0.012], [0.039, 0.079, 0.160], [0.371, -1.928, 0.541], [-1.177, 2.918, 0.249], [-0.972, -0.187, -0.116], [0.868, -0.175, -1.217], [-0.545, 0.942, 2.421], [0.976, -1.257, -0.494], [0.050, 0.027, -0.656], [0.706, -0.463, -0.227], [-0.420, -0.032, -0.049], [-0.223, 0.025, -0.271], [0.271, 0.170, -0.229], [-0.154, -0.853, -1.336], [-0.104, 0.139, 2.785], [0.367, 0.503, -1.801], [-0.054, 0.586, 2.548], [-0.328, -0.516, -1.167], [0.404, -0.459, -0.519], [0.067, 0.223, 0.001], [-0.145, 0.125, -0.340], [0.083, -0.229, -0.296], [0.063, 0.277, 0.122], [-0.116, 0.115, 0.125], [-0.647, -0.643, 0.016], [-1.082, -0.552, 0.735], [0.959, -0.336, -1.497], [-0.858, 0.519, 0.939], [0.684, 0.124, -0.915], [0.291, 1.117, -0.107], [0.375, 0.036, 0.315], [0.082, 0.116, 0.454], [0.367, -0.138, 0.014], [0.052, -0.189, -0.043], [-0.230, -0.128, 0.002]]}